# 1
Molecular formula: C34H60BCl2N2O19P2S
Method: DFT, the ωB97M-V functional and the def2-TZVPD basis

Bonds (Å) are listed after each position.
CARTESIAN COORDINATES (ANGSTROEM)
1 C -0.67 -5.61 2.86  C2 1.536, H32 1.088, H33 1.097, H34 1.090
2 C 0.17 -4.81 1.85  C1 1.536, O3 1.456, H35 1.095, H36 1.082
3 O -0.09 -3.40 2.13  C2 1.456, B4 1.366
4 B -0.13 -2.64 1.00  O3 1.366, O5 1.355, C6 1.618
5 O 1.01 -2.58 0.28  B4 1.355, H37 0.967
6 C -1.49 -1.82 0.68  B4 1.618, N7 1.503, C26 1.555, H38 1.092
7 N -1.51 -0.31 0.71  C6 1.503, P8 1.857, C12 1.506, H39 1.030
8 P 0.09 0.58 0.40  N7 1.857, C9 1.851, C10 1.858
9 C -0.07 2.41 0.67  P8 1.851, H40 1.088, H41 1.097, H42 1.092
10 C 1.27 0.23 1.80  P8 1.858, C11 1.559, H43 1.092, H44 1.090
11 C 0.56 0.03 3.17  C10 1.559, H45 1.093, H46 1.097, H47 1.095
12 C -2.73 0.30 0.08  N7 1.506, C13 1.566, P17 1.881, C21 1.572
13 C -3.29 1.39 1.05  C12 1.566, C14 1.533, H48 1.096, H49 1.093
14 C -3.92 2.65 0.45  C13 1.533, O15 1.143, Cl16 1.797
15 O -3.39 3.66 0.32  C14 1.143
16 Cl -5.66 2.53 0.02  C14 1.797
17 P -2.48 0.94 -1.67  C12 1.881, N18 1.540, O19 1.636, O20 1.617
18 N -1.68 2.24 -1.85  P17 1.540, H50 1.011
19 O -3.95 1.17 -2.36  P17 1.636, H51 0.970
20 O -1.76 -0.16 -2.62  P17 1.617, H52 0.974
21 C -3.84 -0.79 -0.13  C12 1.572, C22 1.543, O25 1.439, H53 1.097
22 C -4.60 -1.30 1.11  C21 1.543, O23 1.421, H54 1.092, H55 1.100
23 O -5.80 -0.54 1.23  C22 1.421, C24 1.430
24 C -6.18 -0.29 2.58  O23 1.430, H56 1.098, H57 1.093, H58 1.092
25 O -3.35 -1.83 -1.00  C21 1.439, C26 1.394
26 C -2.23 -2.49 -0.51  C6 1.555, O25 1.394, Cl27 1.844, S28 1.862
27 Cl -2.91 -4.04 0.23  C26 1.844
28 S -1.22 -3.17 -1.92  C26 1.862, C29 1.816, O30 1.430, O31 1.428
29 C -2.36 -3.29 -3.33  S28 1.816, H59 1.090, H60 1.091, H61 1.091
30 O -0.83 -4.52 -1.65  S28 1.430
31 O -0.09 -2.40 -2.34  S28 1.428
32 H -0.74 -6.64 2.54  C1 1.088
33 H -1.69 -5.21 2.82  C1 1.097
34 H -0.29 -5.52 3.88  C1 1.090
35 H -0.15 -5.15 0.86  C2 1.095
36 H 1.21 -5.07 1.96  C2 1.082
37 H 1.77 -2.74 0.86  O5 0.967
38 H -2.11 -2.11 1.54  C6 1.092
39 H -1.68 -0.08 1.70  N7 1.030
40 H -1.04 2.85 0.47  C9 1.088
41 H 0.23 2.74 1.68  C9 1.097
42 H 0.66 2.86 -0.01  C9 1.092
43 H 1.94 1.08 1.93  C10 1.092
44 H 1.92 -0.61 1.57  C10 1.090
45 H 1.34 -0.14 3.91  C11 1.093
46 H -0.10 -0.85 3.20  C11 1.097
47 H 0.06 0.96 3.44  C11 1.095
48 H -2.51 1.78 1.71  C13 1.096
49 H -4.04 1.00 1.73  C13 1.093
50 H -2.22 2.99 -2.27  N18 1.011
51 H -3.79 1.72 -3.14  O19 0.970
52 H -2.48 -0.68 -3.02  O20 0.974
53 H -4.65 -0.34 -0.72  C21 1.097
54 H -4.92 -2.34 1.01  C22 1.092
55 H -4.00 -1.16 2.02  C22 1.100
56 H -6.01 0.77 2.80  C24 1.098
57 H -7.26 -0.45 2.65  C24 1.093
58 H -5.71 -0.96 3.31  C24 1.092
59 H -2.18 -2.48 -4.03  C29 1.090
60 H -3.40 -3.40 -3.02  C29 1.091
61 H -2.08 -4.21 -3.84  C29 1.091
62 O 5.01 -0.58 -6.15  C63 1.194
63 C 4.11 -0.99 -5.47  O62 1.194, O64 1.360, C67 1.517
64 O 3.02 -0.25 -5.14  C63 1.360, C65 1.438
65 C 2.19 -0.98 -4.23  O64 1.438, C66 1.519, H68 1.093, H69 1.088
66 C 2.54 -2.44 -4.45  C65 1.519, C67 1.525, H70 1.088, H71 1.092
67 C 4.02 -2.36 -4.82  C63 1.517, C66 1.525, H72 1.091, H73 1.087
68 H 2.40 -0.65 -3.21  C65 1.093
69 H 1.14 -0.77 -4.45  C65 1.088
70 H 2.34 -3.07 -3.58  C66 1.088
71 H 1.97 -2.84 -5.29  C66 1.092
72 H 4.66 -2.38 -3.94  C67 1.091
73 H 4.31 -3.14 -5.52  C67 1.087
74 O 3.05 3.04 1.66  C75 1.199
75 C 3.73 2.75 0.72  O74 1.199, O76 1.352, C79 1.511
76 O 3.28 1.95 -0.27  C75 1.352, C77 1.443
77 C 4.34 1.68 -1.21  O76 1.443, C78 1.520, H80 1.092, H81 1.088
78 C 5.33 2.82 -1.02  C77 1.520, C79 1.527, H82 1.088, H83 1.091
79 C 5.17 3.14 0.46  C75 1.511, C78 1.527, H84 1.091, H85 1.087
80 H 4.78 0.71 -0.98  C77 1.092
81 H 3.93 1.65 -2.22  C77 1.088
82 H 6.34 2.56 -1.31  C78 1.088
83 H 5.02 3.68 -1.62  C78 1.091
84 H 5.82 2.53 1.09  C79 1.091
85 H 5.33 4.20 0.67  C79 1.087
86 O 0.78 4.31 6.12  C87 1.197
87 C 1.06 5.16 5.33  O86 1.197, O88 1.356, C91 1.515
88 O 1.62 6.35 5.68  C87 1.356, C89 1.441
89 C 1.73 7.20 4.52  O88 1.441, C90 1.518, H92 1.092, H93 1.088
90 C 1.72 6.25 3.33  C89 1.518, C91 1.517, H94 1.089, H95 1.092
91 C 0.83 5.12 3.83  C87 1.515, C90 1.517, H96 1.092, H97 1.088
92 H 0.89 7.89 4.51  C89 1.092
93 H 2.65 7.78 4.58  C89 1.088
94 H 1.36 6.72 2.42  C90 1.089
95 H 2.72 5.87 3.15  C90 1.092
96 H -0.23 5.32 3.63  C91 1.092
97 H 1.12 4.16 3.42  C91 1.088
98 O -0.01 6.02 0.75  C99 1.200
99 C -0.61 6.46 -0.19  O98 1.200, O100 1.353, C103 1.513
100 O -0.61 7.77 -0.53  C99 1.353, C101 1.439
101 C -1.50 8.00 -1.63  O100 1.439, C102 1.520, H104 1.092, H105 1.088
102 C -1.64 6.65 -2.31  C101 1.520, C103 1.525, H106 1.089, H107 1.092
103 C -1.50 5.69 -1.14  C99 1.513, C102 1.525, H108 1.088, H109 1.086
104 H -2.45 8.37 -1.24  C101 1.092
105 H -1.08 8.75 -2.29  C101 1.088
106 H -2.57 6.54 -2.87  C102 1.089
107 H -0.82 6.50 -3.01  C102 1.092
108 H -2.45 5.50 -0.65  C103 1.088
109 H -1.03 4.75 -1.43  C103 1.086
110 O 1.54 -7.08 1.67  C111 1.200
111 C 1.66 -7.89 0.79  O110 1.200, O112 1.350, C115 1.514
112 O 0.94 -9.03 0.73  C111 1.350, C113 1.440
113 C 1.38 -9.84 -0.38  O112 1.440, C114 1.519, H116 1.092, H117 1.087
114 C 2.06 -8.87 -1.33  C113 1.519, C115 1.524, H118 1.088, H119 1.092
115 C 2.64 -7.83 -0.37  C111 1.514, C114 1.524, H120 1.091, H121 1.087
116 H 2.06 -10.60 0.01  C113 1.092
117 H 0.53 -10.33 -0.83  C113 1.087
118 H 2.81 -9.34 -1.96  C114 1.088
119 H 1.32 -8.40 -1.97  C114 1.092
120 H 3.63 -8.11 -0.01  C115 1.091
121 H 2.66 -6.84 -0.81  C115 1.087

As for the HOMO energy: -0.4150 Eh. The net charge is +1. The calculation puts the LUMO energy at -0.09420 Ha. The energy relative to the best compared isomer or geometry (same formula, charge and spin) comes out at 0.0000 eV. Its spin multiplicity is 1.


# 2
Molecular formula: C34H60F3NO2S2
Method: DFT, the ωB97M-V functional and the def2-TZVPD basis

Bonds (Å) are listed after each position.
CARTESIAN COORDINATES (ANGSTROEM)
1 C 4.07 0.03 -1.96  C2 1.529, H31 1.086, H32 1.084, H33 1.084
2 C 4.15 -0.26 -0.46  C1 1.529, C3 1.536, H34 1.088, H35 1.085
3 C 2.80 -0.71 0.11  C2 1.536, C4 1.539, H36 1.089, H37 1.087
4 C 1.63 0.17 -0.35  C3 1.539, C5 1.529, H38 1.086, H39 1.085
5 C 0.50 0.10 0.67  C4 1.529, C6 1.502, H40 1.087, H41 1.086
6 C -0.56 1.16 0.50  C5 1.502, C7 1.344, C29 1.500
7 C -1.27 1.38 -0.62  C6 1.344, C8 1.505, C14 1.495
8 C -1.19 0.64 -1.93  C7 1.505, C9 1.526, H42 1.085, H43 1.083
9 C -1.50 -0.85 -1.83  C8 1.526, C10 1.532, H44 1.082, H45 1.081
10 C -1.25 -1.54 -3.18  C9 1.532, F11 1.363, F12 1.365, F13 1.358
11 F -0.10 -2.27 -3.16  C10 1.363
12 F -1.11 -0.67 -4.22  C10 1.365
13 F -2.27 -2.37 -3.51  C10 1.358
14 C -2.23 2.52 -0.59  C7 1.495, O15 1.223, C16 1.497
15 O -3.32 2.49 -1.15  C14 1.223
16 C -1.75 3.72 0.16  C14 1.497, C17 1.486, C28 1.335
17 C -2.03 5.04 -0.46  C16 1.486, C18 1.544, H46 1.083, H47 1.086
18 C -1.22 5.08 -1.78  C17 1.544, C19 1.534, H48 1.085, H49 1.084
19 C 0.16 5.74 -1.62  C18 1.534, S20 1.825, H50 1.083, H51 1.082
20 S 1.40 4.59 -0.94  C19 1.825, C21 1.770
21 C 2.09 3.84 -2.38  S20 1.770, S22 1.638, N23 1.390
22 S 1.16 3.54 -3.70  C21 1.638
23 N 3.43 3.49 -2.37  C21 1.390, C24 1.476, C26 1.486
24 C 4.02 3.47 -1.02  N23 1.476, C25 1.521, H52 1.085, H53 1.089
25 C 5.40 2.84 -0.98  C24 1.521, H54 1.084, H55 1.085, H56 1.083
26 C 4.22 4.31 -3.32  N23 1.486, C27 1.514, H57 1.083, H58 1.089
27 C 4.98 3.48 -4.34  C26 1.514, H59 1.084, H60 1.086, H61 1.082
28 C -1.06 3.49 1.28  C16 1.335, C29 1.482, H62 1.078
29 C -0.82 2.07 1.66  C6 1.500, C28 1.482, O30 1.217
30 O -0.85 1.67 2.80  C29 1.217
31 H 5.07 0.04 -2.38  C1 1.086
32 H 3.63 1.00 -2.15  C1 1.084
33 H 3.51 -0.75 -2.45  C1 1.084
34 H 4.44 0.64 0.10  C2 1.088
35 H 4.87 -1.05 -0.26  C2 1.085
36 H 2.59 -1.73 -0.21  C3 1.089
37 H 2.85 -0.70 1.20  C3 1.087
38 H 1.95 1.19 -0.53  C4 1.086
39 H 1.28 -0.27 -1.28  C4 1.085
40 H 0.94 0.28 1.65  C5 1.087
41 H 0.06 -0.89 0.74  C5 1.086
42 H -0.23 0.85 -2.38  C8 1.085
43 H -1.94 1.07 -2.58  C8 1.083
44 H -2.55 -0.99 -1.62  C9 1.082
45 H -0.85 -1.37 -1.14  C9 1.081
46 H -1.78 5.87 0.18  C17 1.083
47 H -3.07 5.05 -0.75  C17 1.086
48 H -1.78 5.55 -2.58  C18 1.085
49 H -1.01 4.07 -2.12  C18 1.084
50 H 0.07 6.57 -0.93  C19 1.083
51 H 0.52 6.05 -2.60  C19 1.082
52 H 3.37 2.87 -0.39  C24 1.085
53 H 4.11 4.49 -0.64  C24 1.089
54 H 5.88 3.12 -0.05  C25 1.084
55 H 5.34 1.75 -1.04  C25 1.085
56 H 6.03 3.18 -1.78  C25 1.083
57 H 3.57 4.99 -3.85  C26 1.083
58 H 4.91 4.92 -2.74  C26 1.089
59 H 5.73 2.86 -3.86  C27 1.084
60 H 5.49 4.14 -5.03  C27 1.086
61 H 4.29 2.84 -4.87  C27 1.082
62 H -0.65 4.29 1.87  C28 1.078
63 C 0.45 -1.28 8.77  C64 1.526, H69 1.091, H70 1.091, H71 1.092
64 C 1.68 -1.44 7.88  C63 1.526, C65 1.528, H72 1.093, H73 1.093
65 C 1.96 -0.23 6.99  C64 1.528, C66 1.530, H74 1.094, H75 1.095
66 C 0.86 0.09 5.98  C65 1.530, C67 1.527, H76 1.094, H77 1.093
67 C 0.51 -1.04 5.02  C66 1.527, C68 1.526, H78 1.093, H79 1.094
68 C 1.68 -1.46 4.13  C67 1.526, H80 1.092, H81 1.092, H82 1.091
69 H -0.46 -1.16 8.18  C63 1.091
70 H 0.32 -2.15 9.41  C63 1.091
71 H 0.55 -0.40 9.41  C63 1.092
72 H 1.58 -2.34 7.27  C64 1.093
73 H 2.56 -1.61 8.52  C64 1.093
74 H 2.91 -0.39 6.46  C65 1.094
75 H 2.12 0.65 7.63  C65 1.095
76 H 1.17 0.97 5.40  C66 1.094
77 H -0.05 0.40 6.51  C66 1.093
78 H -0.32 -0.71 4.39  C67 1.093
79 H 0.14 -1.91 5.58  C67 1.094
80 H 2.04 -0.61 3.54  C68 1.092
81 H 1.37 -2.24 3.43  C68 1.092
82 H 2.51 -1.85 4.71  C68 1.091
83 C -6.40 -6.62 -4.13  C84 1.526, H89 1.091, H90 1.091, H91 1.092
84 C -5.55 -6.84 -2.89  C83 1.526, C85 1.528, H92 1.093, H93 1.093
85 C -6.06 -6.09 -1.66  C84 1.528, C86 1.529, H94 1.094, H95 1.095
86 C -6.09 -4.57 -1.79  C85 1.529, C87 1.528, H96 1.095, H97 1.094
87 C -4.74 -3.93 -2.12  C86 1.528, C88 1.527, H98 1.093, H99 1.093
88 C -3.68 -4.16 -1.05  C87 1.527, H100 1.092, H101 1.090, H102 1.091
89 H -6.41 -5.57 -4.44  C83 1.091
90 H -6.02 -7.20 -4.97  C83 1.091
91 H -7.43 -6.94 -3.95  C83 1.092
92 H -4.51 -6.55 -3.10  C84 1.093
93 H -5.52 -7.90 -2.65  C84 1.093
94 H -5.45 -6.37 -0.79  C85 1.094
95 H -7.07 -6.43 -1.43  C85 1.095
96 H -6.46 -4.14 -0.85  C86 1.095
97 H -6.81 -4.28 -2.56  C86 1.094
98 H -4.89 -2.85 -2.24  C87 1.093
99 H -4.37 -4.29 -3.08  C87 1.093
100 H -4.01 -3.77 -0.08  C88 1.092
101 H -2.75 -3.65 -1.31  C88 1.090
102 H -3.45 -5.22 -0.93  C88 1.091

As for the HOMO energy: -0.3196 Eh. As for the SMILES: CCCCCC1=C(CCC(F)(F)F)C(=O)C(CCCSC(=S)N(CC)CC)=CC1=O.CCCCCC.CCCCCC. The calculation puts the LUMO energy at -0.02835 Ha. Its spin multiplicity is 1.